# 1
{"formula": "C3H7CoFO2", "method": "ωB97M-V/def2-TZVPD", "gap_ev": [11.1, 6.8], "lumo_energy_ev": [-4.2, -8.4], "molar_mass_g_mol": 153.02, "charge": 1, "largest_force_ev_per_a": 6.79, "multiplicity": 5, "species": ["O", "Co", "F", "C", "O", "C", "C", "H", "H", "H", "H", "H", "H", "H"], "positions_angstrom": [[-1.285056, -0.808888, 1.212386], [-2.019887, 0.641151, 0.118062], [-3.286568, 1.528474, -0.633841], [0.603963, 1.010137, -1.500349], [0.041944, 0.556971, -0.268597], [0.518776, -0.694228, 0.194588], [0.144661, -0.988292, 1.616334], [0.738721, 2.092263, -1.415357], [1.581984, 0.537186, -1.659095], [-0.067039, 0.762299, -2.333054], [0.251020, -0.180975, 2.383210], [1.600756, -0.715509, 0.005203], [0.477418, -1.926778, 0.190176], [0.699307, -1.813811, 2.090333]], "atomic_forces_ev_per_a": [[-1.8, 0.8, 0.4], [2.0, -2.7, 1.9], [0.3, -0.3, 0.2], [0.5, 0.4, -1.2], [-1.9, -1.1, 0.2], [5.2, -4.0, 1.9], [-1.1, 4.8, 0.6], [-0.1, -0.2, 0.0], [-0.3, 0.1, 0.1], [0.3, 0.1, 0.2], [0.0, -0.2, -0.5], [0.0, 0.7, 0.3], [-1.8, 2.3, -3.3], [-1.3, -0.7, -0.6]], "nbo_charge": [-0.63, 1.80, -0.64, -0.27, -0.58, -0.16, -0.13, 0.23, 0.22, 0.21, 0.21, 0.21, 0.28, 0.26]}


# 2
{"formula": "C16H25NO", "method": "ωB97M-V/def2-TZVPD", "gap_ev": 8.3, "lumo_energy_ev": 0.8, "molar_mass_g_mol": 247.38, "relative_energy_ev": 13.068, "smiles": "COc1ccc(CN2CCCCCC2)c(C)c1C", "largest_force_ev_per_a": 11.18, "species": ["C", "O", "C", "C", "C", "C", "C", "C", "C", "H", "H", "H", "C", "H", "H", "H", "C", "N", "C", "C", "C", "H", "C", "C", "H", "C", "H", "H", "H", "H", "H", "H", "H", "H", "H", "H", "H", "H", "H", "H", "H", "H", "H"], "positions_angstrom": [[-4.270188, -2.753230, -0.228183], [-4.120872, -1.378941, -0.086672], [-2.907838, -0.636783, -0.222653], [-1.827385, -1.400010, -0.556432], [-0.683295, -0.820212, -0.755834], [-0.741880, 0.630844, -0.302926], [-1.973569, 1.250460, 0.109746], [-3.092857, 0.675777, -0.079610], [-4.423064, 1.345824, 0.309982], [-4.655227, 1.948944, -0.396643], [-4.326707, 2.091911, 1.344329], [-5.242775, 0.664018, 0.444133], [-1.858722, 2.684832, 0.040160], [-2.860492, 3.367379, 0.125968], [-1.275076, 3.338222, -0.727502], [-1.544963, 3.080150, 1.260665], [0.664615, 1.293345, -0.386038], [1.714903, 0.522486, -0.081845], [3.132095, 1.180169, -0.707651], [3.824154, 0.033318, -1.227547], [3.711125, -1.393916, -0.775826], [2.702301, -1.765886, -0.827332], [3.811389, -1.241447, 0.898743], [2.372976, -1.122058, 1.642374], [1.765007, -1.764430, 0.823308], [1.890370, 0.224329, 1.228346], [0.794698, -0.015121, 1.620666], [2.399540, 1.118995, 1.793803], [2.425275, -1.365144, 2.659701], [4.258089, -2.343644, 1.273233], [4.503023, -0.454464, 1.125660], [4.541229, -2.031718, -1.197469], [3.549773, -0.069029, -2.359237], [4.873386, 0.187651, -1.386056], [2.832504, 1.820118, -1.353128], [3.656538, 1.696412, 0.225814], [0.651272, 2.326677, 0.075292], [0.738470, 1.860387, -1.192159], [0.198182, -1.092063, -0.838299], [-1.974958, -2.298478, -0.636470], [-3.941316, -3.081541, -1.175825], [-5.500399, -2.968171, 0.074584], [-3.789352, -3.345974, 0.424811]], "atomic_forces_ev_per_a": [[-4.8, 1.5, -0.3], [-0.1, 1.3, 0.5], [-4.5, -5.0, -0.5], [-1.0, 6.6, 0.7], [-4.8, 9.5, 3.3], [1.4, -2.8, -0.8], [8.9, 3.3, -3.4], [-6.1, -1.8, 2.1], [2.4, -1.9, 6.3], [-1.7, 4.3, -4.7], [-0.1, -2.4, -2.9], [0.0, -0.4, 0.2], [-1.2, 7.4, 4.6], [1.8, -2.2, -0.7], [-0.5, -2.0, 1.4], [0.0, -0.9, -3.5], [-5.0, 2.6, 3.1], [5.8, -0.4, -3.7], [-1.3, -4.2, 8.8], [1.3, -2.0, -5.9], [0.3, 0.9, 4.6], [-0.1, -0.5, -1.0], [0.2, -5.4, 0.0], [2.8, -0.7, -7.3], [0.8, 0.5, 2.9], [-3.4, 0.7, 5.9], [1.5, 1.9, -0.3], [-1.0, -1.4, -0.4], [-0.4, -0.4, 1.2], [-0.7, 3.0, -0.8], [0.4, 0.3, 0.4], [-1.2, 0.6, 0.5], [0.0, 0.5, 1.4], [0.9, 0.6, 0.4], [-1.7, 4.3, -4.4], [-1.0, -0.9, -1.9], [-0.2, -0.7, 2.0], [0.6, 0.9, -5.5], [7.9, -3.4, -1.5], [-1.4, -9.7, -0.9], [-0.4, -0.5, -1.6], [3.5, 0.5, -1.5], [2.1, -1.7, 2.9]], "nbo_charge": [-0.22, -0.56, 0.40, -0.28, -0.16, 0.03, -0.09, -0.09, -0.58, 0.20, 0.20, 0.24, -0.64, 0.23, 0.24, 0.21, -0.26, -0.47, -0.17, -0.44, -0.38, 0.20, -0.40, -0.41, 0.20, -0.22, 0.21, 0.16, 0.23, 0.19, 0.19, 0.22, 0.20, 0.21, 0.18, 0.18, 0.16, 0.21, 0.20, 0.19, 0.17, 0.18, 0.16]}


# 3
{"formula": "C15H33N3NaNbO2", "method": "ωB97M-V/def2-TZVPD", "gap_ev": 7.7, "lumo_energy_ev": -7.8, "molar_mass_g_mol": 403.34, "charge": 2, "largest_force_ev_per_a": 5.35, "species": ["N", "C", "O", "Na", "Nb", "N", "N", "C", "C", "C", "C", "C", "C", "C", "C", "H", "H", "H", "H", "H", "H", "H", "H", "H", "H", "H", "H", "H", "H", "H", "H", "H", "H", "C", "H", "H", "H", "C", "H", "H", "H", "C", "C", "C", "C", "O", "H", "H", "H", "H", "H", "H", "H", "H", "H"], "positions_angstrom": [[1.946856, -0.368183, -0.704558], [2.719022, -1.068042, 0.010655], [3.893920, -1.393425, 0.214929], [4.196036, -0.263900, -1.670122], [-0.004850, 0.016786, -0.306262], [-0.820760, -1.610255, -1.135559], [-0.350090, 1.773548, -1.234866], [-0.316464, -3.000786, -1.284870], [0.302416, 3.058397, -0.839689], [0.832326, -2.971332, -2.283954], [-1.404782, -3.931280, -1.796876], [0.156182, -3.480374, 0.085657], [0.264079, 4.060677, -1.989618], [-0.498150, 3.633602, 0.323882], [1.750874, 2.798212, -0.448081], [0.471806, -2.582989, -3.246284], [1.224987, -3.989140, -2.433639], [1.647362, -2.322068, -1.944219], [-2.240625, -3.988638, -1.094968], [-0.988101, -4.941019, -1.896464], [-1.762482, -3.625031, -2.782416], [1.004618, -2.895758, 0.472101], [0.468626, -4.534041, 0.015812], [-0.674576, -3.415627, 0.805221], [0.757267, 3.665918, -2.882670], [0.808630, 4.966940, -1.692512], [-0.756143, 4.377502, -2.233624], [-1.538779, 3.805254, 0.021191], [-0.062152, 4.586976, 0.649512], [-0.503842, 2.952212, 1.184530], [1.854658, 2.026422, 0.331090], [2.191751, 3.727952, -0.058869], [2.334279, 2.486816, -1.328038], [-1.373727, 1.788564, -2.305764], [-1.345668, 0.843012, -2.856177], [-2.393281, 1.953878, -1.929256], [-1.179253, 2.578832, -3.036994], [-2.217820, -1.320312, -1.502785], [-2.911792, -2.074492, -1.101420], [-2.504103, -0.346028, -1.080866], [-2.356096, -1.291158, -2.596692], [-1.285433, 0.752194, 3.611402], [-0.058950, 0.035649, 3.066054], [1.235976, 0.741269, 3.441501], [-0.057210, -1.441361, 3.432004], [-0.177238, 0.104330, 1.592233], [-1.294952, 0.754484, 4.708556], [-2.195261, 0.254989, 3.259477], [-1.311394, 1.790888, 3.263845], [1.394237, 0.719823, 4.527526], [2.101957, 0.269070, 2.965475], [1.210354, 1.794670, 3.135474], [-0.980470, -1.921763, 3.087472], [0.789111, -1.963857, 2.973682], [0.007132, -1.578001, 4.518845]], "atomic_forces_ev_per_a": [[1.0, -2.4, 3.1], [4.0, 2.1, -2.8], [-4.9, 0.0, 0.7], [0.6, 0.3, -0.7], [-2.3, 0.2, 0.7], [0.4, 2.2, 0.7], [0.4, -2.4, 0.3], [0.4, 0.0, 0.2], [-0.6, 0.3, 0.1], [0.2, -0.2, -0.4], [-0.1, -0.3, 0.0], [-0.2, -0.4, 0.2], [0.2, 0.3, -0.1], [-0.1, 0.2, 0.4], [0.3, 0.1, 0.1], [0.1, -0.2, 0.2], [-0.1, 0.4, 0.0], [-0.2, -0.3, -0.1], [0.1, -0.1, -0.2], [-0.1, 0.2, 0.0], [0.0, -0.1, 0.1], [-0.1, -0.1, -0.1], [0.0, 0.4, 0.1], [0.3, 0.0, -0.1], [-0.1, 0.1, 0.0], [-0.1, -0.3, 0.0], [0.3, -0.1, 0.0], [0.2, 0.0, 0.1], [-0.2, -0.2, -0.1], [0.0, 0.1, -0.1], [-0.1, 0.3, 0.0], [-0.1, -0.4, -0.1], [-0.1, 0.1, 0.2], [-0.1, 0.0, -0.2], [-0.1, 0.1, 0.1], [0.3, 0.0, 0.1], [0.1, -0.3, 0.2], [0.0, -0.2, -0.1], [0.3, 0.5, 0.1], [-0.2, 0.1, -0.1], [0.1, 0.1, 0.4], [-0.2, 0.1, -0.1], [-0.2, -0.1, 0.2], [0.1, 0.2, -0.1], [-0.1, -0.2, 0.0], [0.8, -0.1, -2.6], [0.1, -0.1, -0.3], [0.1, 0.0, 0.1], [0.0, -0.1, 0.1], [-0.1, -0.1, -0.3], [-0.1, -0.1, 0.1], [-0.1, -0.2, 0.1], [0.1, 0.1, 0.1], [0.0, 0.1, 0.1], [0.0, 0.1, -0.3]], "nbo_charge": [-0.86, 0.82, -0.54, 0.99, 2.14, -0.65, -0.63, 0.11, 0.10, -0.61, -0.63, -0.61, -0.63, -0.62, -0.61, 0.23, 0.24, 0.18, 0.22, 0.25, 0.23, 0.18, 0.25, 0.23, 0.22, 0.25, 0.23, 0.23, 0.24, 0.21, 0.20, 0.26, 0.20, -0.45, 0.21, 0.22, 0.25, -0.43, 0.25, 0.21, 0.23, -0.63, 0.28, -0.63, -0.63, -0.75, 0.25, 0.22, 0.22, 0.26, 0.20, 0.22, 0.22, 0.21, 0.25]}